22
Properties=species:S:1:pos:R:3:forces:R:3 method="wB97M-V/def2-TZVPD" e_tot_ev=-38179.745 gap_ev=8.79 spin_multiplicity=1 charge=0 homo_ev=-8.4
N -2.312392 -1.410109 0.277511 2.1435 -2.8258 0.0829
S -0.898702 -1.793404 -0.598111 -0.2040 2.4941 2.3855
O -0.804193 -0.669410 -1.458388 1.0770 0.0097 -1.1645
O -0.934018 -3.144128 -1.022532 -0.7660 -1.5166 -0.7209
C 0.547945 -1.949072 0.691987 -0.8395 -0.8429 -1.1602
O 0.792814 -3.228422 1.000897 -0.5882 0.0841 -0.2670
N 1.249770 -0.983372 1.031488 -0.5981 -0.2124 0.0787
C 0.780663 0.271622 0.582056 2.2336 1.3058 0.6877
C -0.372056 0.843539 1.077499 -1.6987 -1.3895 -0.0700
C -0.773063 2.111163 0.683021 -0.4425 -0.9211 -0.0934
C 0.088992 2.845633 -0.110133 0.1840 -0.6443 0.3525
C 1.302770 2.334431 -0.557082 2.2705 0.3622 -0.4839
C 1.697242 1.002023 -0.195131 -1.4142 1.3339 -0.4745
S 3.106668 0.148456 -0.875341 -0.4888 0.9161 -0.4616
H -2.803307 -2.251154 0.040535 -1.5116 -0.0391 0.3936
H -2.721266 -0.531367 0.065041 -0.2827 0.6074 -0.6561
H 0.203328 -3.830767 0.480867 0.5048 0.7630 0.3090
H -1.090886 0.090968 1.515866 0.9277 1.3760 0.1824
H -1.813310 2.439447 0.859005 0.8715 0.0453 0.2173
H -0.264732 3.812506 -0.310081 0.1193 1.3343 -0.7568
H 2.069383 3.038709 -1.148407 -1.9435 -1.8206 1.2642
H 2.948351 0.852709 -2.030566 0.4459 -0.4196 0.3552